Record 1
The following is a quantum chemistry calculation of a cluster of 2 separate species, C3HIN2 in total, from the Open Molecules 2025 dataset.

Element x y z (Å)
1 C -0.90738 -0.13560 0.92329
2 C 1.08211 -0.68028 -0.19636
3 C -0.35371 -0.59456 -0.21899
4 N -1.53877 0.23865 1.82608
5 N 2.24027 -0.83376 -0.12736
6 I 0.53286 2.84790 -1.08052
7 H -1.05538 -0.84236 -1.12612

Spin multiplicity ... 1
Gap between HOMO and LUMO (alpha / beta) ... 4.34 / 4.30 eV
Highest occupied orbital energy (alpha / beta) ... -9.1339 / -9.1365 eV
Net charge ... 0

Record 2
The following is a quantum chemistry calculation of an isolated molecule of C3HIO2S, from the Open Molecules 2025 dataset.

Element x y z (Å)
1 O -0.90800 2.20382 3.15014
2 C -0.58713 1.68459 2.13213
3 O -0.07118 2.32076 1.06861
4 C 0.21753 1.50922 0.02354
5 I 1.01707 2.45826 -1.64347
6 C -0.04288 0.21117 0.18873
7 S -0.70847 -0.07142 1.77419
8 H 0.11049 -0.58807 -0.50523

Spin multiplicity ... 1
Gap between HOMO and LUMO ... 9.04 eV
Highest occupied orbital energy ... -8.9854 eV
SMILES string ... O=c1oc(I)cs1
Net charge ... 0

Record 3
The following is a quantum chemistry calculation of an isolated molecule of C3HN, from the Open Molecules 2025 dataset.

Element x y z (Å)
1 C 1.27271 -0.01601 -0.11447
2 C 0.07881 -0.12981 -0.02049
3 C -1.26423 -0.11835 0.01360
4 N -2.40189 0.03871 -0.06491
5 H 2.31461 0.22547 0.18627

Spin multiplicity ... 1
Gap between HOMO and LUMO ... 11.34 eV
Highest occupied orbital energy ... -11.1422 eV
SMILES string ... C#CC#N
Net charge ... 0

Record 4
The following is a quantum chemistry calculation of a cluster of 3 separate species, C3HN2O4 in total, from the Open Molecules 2025 dataset.

Element x y z (Å)
1 C 0.13345 1.95527 -1.42677
2 C 1.03793 -3.98316 -1.49432
3 C -0.33323 -0.07434 0.00366
4 N -0.07578 3.07957 -1.40495
5 N -0.44438 -1.24300 0.04608
6 O 1.05476 -3.54052 -2.55037
7 O 1.13408 -4.58667 -0.51979
8 O -0.13729 -2.39603 -0.27878
9 O 0.57971 0.85186 -1.49428
10 H -1.00887 0.68540 0.48394

Spin multiplicity ... 3
Gap between HOMO and LUMO (alpha / beta) ... 4.69 / 7.21 eV
Highest occupied orbital energy (alpha / beta) ... -1.4595 / -5.0521 eV
Net charge ... -1

Record 5
The following is a quantum chemistry calculation of the ion C3HN4 with charge +1, from the Open Molecules 2025 dataset.

Element x y z (Å)
1 C 1.76580 -0.39291 0.30005
2 C -1.74367 -0.59248 -0.03523
3 C 2.34419 -1.22758 0.92605
4 N -2.62183 -1.27430 0.19662
5 N 1.78361 1.10643 -0.33981
6 N -0.92017 0.29822 -0.28204
7 N 0.70592 0.87188 -0.18739
8 H -1.31385 1.21075 -0.57826

Spin multiplicity ... 1
Gap between HOMO and LUMO (alpha / beta) ... 5.44 / 5.12 eV
Highest occupied orbital energy (alpha / beta) ... -15.4275 / -15.4558 eV
Net charge ... +1

Record 6
The following is a quantum chemistry calculation of an isolated molecule of C3HNO2, from the Open Molecules 2025 dataset.

Element x y z (Å)
1 C 0.79250 0.45882 -0.10767
2 C 0.43764 -0.92063 0.05469
3 C -1.03072 0.58143 -0.06240
4 O 1.65248 1.23844 0.12185
5 O -0.89541 -0.87428 0.02872
6 N -1.89093 1.38690 0.04996
7 H 0.93444 -1.87068 -0.08516

Spin multiplicity ... 1
Gap between HOMO and LUMO (alpha / beta) ... 6.52 / 5.74 eV
Highest occupied orbital energy (alpha / beta) ... -9.2507 / -8.8627 eV
Net charge ... 0

Record 7
The following is a quantum chemistry calculation of an isolated molecule of C3HNO3, from the Open Molecules 2025 dataset.

Element x y z (Å)
1 O -1.29996 -1.38177 0.85692
2 C -0.38834 -0.72614 0.47017
3 C 1.07933 -0.71401 0.76728
4 N 1.69921 0.06053 -0.06524
5 O 0.85157 0.82507 -0.86152
6 C -0.47931 0.58741 -0.45543
7 O -1.39497 1.32861 -0.69925
8 H 1.58248 -1.48256 1.39539

Spin multiplicity ... 1
Gap between HOMO and LUMO ... 8.61 eV
Highest occupied orbital energy ... -10.4072 eV
SMILES string ... O=C1C=NOC1=O
Net charge ... 0

Record 8
The following is a quantum chemistry calculation of an isolated molecule of C3HNO3S, from the Open Molecules 2025 dataset.

Element x y z (Å)
1 O -0.41082 2.60301 -0.20085
2 C -0.08643 1.36499 -0.21849
3 O -0.26526 0.57311 -1.41379
4 N -0.21989 -0.79483 -0.84749
5 C 0.16687 -0.97728 0.33659
6 S -0.36183 -2.33740 1.15317
7 C 0.52125 0.39602 0.77308
8 O 1.24843 0.79797 1.69795
9 H -0.59232 -1.62559 -1.28016

Spin multiplicity ... 1
Gap between HOMO and LUMO ... 7.14 eV
Highest occupied orbital energy ... -9.6019 eV
SMILES string ... O=C1ONC(=S)C1=O
Net charge ... 0